DFT (ωB97M-V/def2-TZVPD) results for a structure of composition H8LiO8P in a non-equilibrium geometry.

Properties
2S+1: 2
Net charge: -1
Frontier orbital gap (alpha / beta) (Eh): 0.1669 / 0.1423
DFT total energy (eV): -26005.8393

Each line ends with the Löwdin charge.
Geometry (Å):
Li (-0.343167, 0.059505, 0.735107)  0.67
P (1.652706, -0.678781, -1.629421)  -0.13
O (2.498412, -1.980161, -1.648203)  -0.29
O (1.803530, -0.616232, -3.108524)  -0.34
O (2.938719, 0.061787, -1.337655)  -0.35
O (0.349582, -0.690914, -0.822810)  -0.46
O (0.216752, -1.263439, 2.285669)  -0.07
H (0.204528, -1.731789, 3.120380)  0.05
H (0.791976, -1.785224, 1.726122)  0.05
O (0.148712, 1.920014, 1.311098)  -0.06
H (0.995849, 2.140470, 1.698373)  0.06
H (-0.495085, 2.268699, 1.927688)  0.05
O (-2.432783, -0.183669, 0.763346)  -0.07
H (-2.913569, -0.302650, -0.055759)  0.06
H (-2.930227, 0.481462, 1.239155)  0.04
O (-1.078738, 0.994624, -1.872774)  -0.11
H (-0.423756, 0.397985, -1.510497)  -0.12
H (-0.983442, 0.908312, -2.821297)  0.02

Cartesian forces (eV/Å) of the 6 atoms listed first:
0.1 -0.3 -0.5
5.5 -1.7 -2.4
-0.6 -4.2 2.6
-4.6 1.5 -4.1
0.2 3.7 4.2
0.3 0.1 1.0